(1)
C25H20HfN3O7SSe as an isolated structure. Source: the OMol25 dataset; level of theory: ωB97M-V with the def2-TZVPD basis set.

```
! wB97M-V def2-TZVPD RIJCOSX def2/J DEFGRID3
* xyz -1 1
Hf -0.37 0.43 0.36
C -3.58 2.32 2.31
O -2.83 3.07 3.28
C -1.75 2.47 3.83
C -1.62 2.50 5.20
C -0.48 2.00 5.85
C 0.54 1.47 5.09
C 0.42 1.41 3.69
C 1.57 0.96 2.92
N 1.55 0.75 1.66
N 2.79 0.48 1.09
C 2.62 0.25 -0.18
O 1.46 0.24 -0.76
C 3.81 -0.04 -1.03
C 3.63 -0.24 -2.39
C 4.72 -0.52 -3.20
C 6.00 -0.60 -2.65
C 6.18 -0.39 -1.29
C 5.09 -0.11 -0.48
C -0.72 1.90 3.04
O -0.84 1.90 1.72
H -4.57 2.77 2.29
H -3.65 1.27 2.63
H -3.12 2.36 1.33
H -2.43 2.93 5.77
H -0.40 2.04 6.92
H 1.44 1.09 5.55
H 2.51 0.83 3.45
H 2.63 -0.18 -2.79
H 4.58 -0.68 -4.26
H 6.85 -0.81 -3.29
H 7.17 -0.45 -0.86
H 5.21 0.05 0.59
C 0.45 -2.84 -0.61
C -0.53 -2.28 -1.59
C -1.13 -3.17 -2.51
C -2.04 -2.72 -3.40
C -2.37 -1.35 -3.43
C -3.28 -0.83 -4.38
C -3.54 0.51 -4.38
C -2.90 1.36 -3.47
C -2.01 0.90 -2.53
S -1.22 2.05 -1.47
C -1.74 -0.50 -2.50
N -0.85 -1.00 -1.57
H 1.04 -3.63 -1.09
H -0.09 -3.27 0.23
H 1.14 -2.09 -0.24
H -0.85 -4.22 -2.47
H -2.52 -3.39 -4.10
H -3.76 -1.50 -5.08
H -4.24 0.93 -5.10
H -3.11 2.43 -3.49
O -2.58 -2.89 0.98
Se -2.27 -1.44 1.61
O -2.48 -0.19 0.50
O -0.58 -1.19 1.68
O -2.96 -1.13 3.02
*
```

Calculated values
HOMO-LUMO gap in eV: 7.4
E in eV: -122547.5275
Relative energy (zero: lowest compared OMol25 entry of this formula, charge and spin) in kJ/mol: 0.0
LUMO in eV: 2.3
Molar mass in g mol⁻¹: 764.0


(2)
C25H20HgN3O2S3Sb as an isolated structure at a distorted geometry. Source: the OMol25 dataset; level of theory: ωB97M-V with the def2-TZVPD basis set.

```
! wB97M-V def2-TZVPD RIJCOSX def2/J DEFGRID3
* xyz -2 1
Hg 0.80 0.31 0.36
S 3.98 0.56 3.99
Sb 2.73 -1.05 2.88
S 0.41 -0.23 2.85
S 3.14 -0.72 0.47
N -0.58 0.25 -2.42
C -0.02 1.25 -3.21
C 0.35 0.94 -4.52
C 0.96 1.88 -5.34
C 1.20 3.16 -4.85
C 0.81 3.46 -3.55
C 0.20 2.54 -2.70
C -0.17 3.02 -1.31
C -0.88 4.23 -1.25
C -1.08 4.89 -0.04
C -0.52 4.35 1.12
C 0.13 3.12 1.07
C 0.29 2.40 -0.12
H -0.82 -0.61 -2.87
H -1.19 0.51 -1.66
H 0.15 -0.06 -4.90
H 1.25 1.61 -6.35
H 1.70 3.90 -5.47
H 1.00 4.45 -3.16
H -1.27 4.66 -2.17
H -1.67 5.80 0.00
H -0.62 4.87 2.07
H 0.53 2.70 1.98
O -7.49 3.82 0.43
C -6.16 4.08 0.38
O -5.82 5.21 0.42
C -5.24 2.90 0.29
C -5.66 1.61 -0.02
C -4.76 0.56 -0.08
C -3.41 0.77 0.19
C -2.98 2.05 0.49
C -3.89 3.11 0.53
N -2.39 -0.23 0.12
C -2.63 -1.44 0.18
C -1.57 -2.48 0.07
C -1.94 -3.80 0.13
C -0.96 -4.78 0.07
C 0.36 -4.38 -0.03
C 0.64 -3.02 -0.07
N -0.31 -2.09 -0.04
H -7.63 2.88 0.47
H -6.69 1.40 -0.27
H -5.11 -0.42 -0.37
H -1.92 2.21 0.69
H -3.55 4.11 0.75
H -3.64 -1.81 0.40
H -3.00 -4.06 0.24
H -1.22 -5.83 0.11
H 1.17 -5.10 -0.05
H 1.67 -2.63 -0.10
*
```

Calculated values
HOMO-LUMO gap in eV: 3.6
E in eV: -78035.5597
Relative energy (zero: lowest compared OMol25 entry of this formula, charge and spin) in kJ/mol: 112.3
LUMO in eV: 3.5
Molar mass in g mol⁻¹: 813.0